1.
Density functional theory data (the ωB97M-V functional and the def2-TZVPD basis) for an isolated molecule of C7H4N2O3 at a distorted geometry.

Geometry (Å):
C1 -1.168 0.045 -0.022
C2 -0.763 1.403 -0.156
C3 0.545 1.731 -0.154
C4 1.455 0.620 -0.077
C5 2.445 -1.377 0.139
C6 1.157 -0.699 0.009
C7 -0.264 -1.010 0.042
H1 -1.397 2.062 -0.086
H2 1.212 2.739 -0.270
H3 2.600 -2.384 0.436
H4 -0.601 -1.918 0.308
N1 -2.590 -0.225 0.039
N2 3.354 -0.525 0.100
O1 -2.949 -1.264 -0.529
O2 -3.302 0.563 0.580
O3 2.801 0.760 -0.056

The calculation puts the HOMO-LUMO gap at 9.5 eV. The value obtained for the max |F| is 0.1857 Eh/bohr. The SMILES is O=[N+]([O-])c1ccc2oncc2c1. Its total charge is 0. The HOMO energy is -9.97 eV.

2.
Density functional theory data (the ωB97M-V functional and the def2-TZVPD basis) for an isolated molecule of C2H3NO2 at a distorted geometry.

Geometry (Å):
C1 0.047 0.300 -0.874
C2 -0.103 0.509 0.581
N1 0.862 -0.406 0.102
O1 -0.908 -0.783 1.123
O2 0.162 -1.533 0.595
H1 -0.650 -0.424 -1.420
H2 0.739 1.056 -1.394
H3 -0.148 1.280 1.287

The calculation puts the HOMO-LUMO gap at 10.1 eV. The value obtained for the max |F| is 0.0972 Eh/bohr. The SMILES is C1[C@H]2OON12. Its total charge is 0. The HOMO energy is -9.20 eV.

3.
Density functional theory data (the ωB97M-V functional and the def2-TZVPD basis) for an isolated molecule of C2H6N4S at a distorted geometry.

Geometry (Å):
C1 1.529 0.093 -0.170
C2 -1.304 0.016 -0.233
H1 2.525 -1.581 0.539
H2 3.462 -0.167 0.246
H3 0.689 1.770 -0.350
H4 -3.205 -0.313 0.421
H5 -2.178 -1.655 0.613
H6 -2.174 1.699 -0.090
N1 2.639 -0.711 -0.014
N2 1.565 1.341 -0.096
N3 -2.382 -0.782 0.121
N4 -1.297 1.276 -0.387
S1 0.130 -0.987 -0.601

The calculation puts the HOMO-LUMO gap at 10.0 eV. The value obtained for the max |F| is 0.0248 Eh/bohr. The SMILES is [H]/N=C(/N)S/C(N)=N/[H]. Its total charge is 0. The HOMO energy is -9.34 eV.

4.
Density functional theory data (the ωB97M-V functional and the def2-TZVPD basis) for an isolated molecule of C15H15BrN6O2 at a distorted geometry.

Geometry (Å):
O1 -1.616 -1.351 5.664
Br1 -1.858 4.611 2.752
N1 2.366 2.001 -3.396
N2 0.556 -0.807 -1.962
N3 0.433 -1.500 -0.873
O2 -1.121 1.777 3.681
C1 -1.088 -0.513 4.922
C2 2.214 2.284 -4.601
C3 -1.866 2.951 3.749
C4 -2.855 2.639 4.647
C5 -2.649 1.371 5.267
C6 1.216 1.529 -5.295
C7 -1.639 0.895 4.697
C8 0.798 0.647 -4.412
C9 1.282 0.357 -1.987
C10 1.027 -1.081 0.316
C11 1.932 0.714 -0.865
C12 1.785 0.141 0.356
N4 1.426 1.001 -3.250
N5 0.013 -0.868 4.185
N6 0.590 -1.743 1.471
C13 3.091 3.355 -4.963
C14 0.745 -2.156 4.012
C15 1.500 -2.044 2.676
H1 -3.628 3.403 4.906
H2 -3.262 0.857 5.960
H3 0.768 1.482 -6.250
H4 0.099 -0.058 -4.613
H5 2.609 1.575 -0.904
H6 2.301 0.475 1.223
H7 0.123 -0.263 3.369
H8 -0.136 -2.484 1.282
H9 4.072 3.021 -5.338
H10 3.213 3.947 -4.097
H11 2.486 3.965 -5.607
H12 -0.047 -2.920 3.873
H13 1.486 -2.378 4.838
H14 2.227 -1.255 2.751
H15 2.047 -2.937 2.454

The calculation puts the HOMO-LUMO gap at 8.4 eV. The value obtained for the max |F| is 0.1407 Eh/bohr. The SMILES is Cc1ccn(-c2ccc(NCCNC(=O)c3ccc(Br)o3)nn2)n1. Its total charge is 0. The HOMO energy is -8.10 eV.

5.
Density functional theory data (the ωB97M-V functional and the def2-TZVPD basis) for a structure of composition C41H36N5O8S2Tm at a distorted geometry.

Geometry (Å):
Tm1 -1.169 -0.363 -0.776
C1 -3.390 0.884 -1.867
C2 -2.255 1.731 -1.838
C3 -1.375 1.304 -2.867
C4 -1.993 0.235 -3.538
C5 -3.228 -0.022 -2.931
H1 -4.304 1.043 -1.305
H2 -2.201 2.669 -1.297
H3 -0.473 1.806 -3.190
H4 -1.613 -0.265 -4.415
H5 -3.946 -0.757 -3.263
C6 -0.870 -3.292 -4.783
C7 -2.138 -3.480 -4.005
C8 -3.206 -4.112 -4.625
C9 -4.425 -4.267 -3.994
C10 -4.587 -3.755 -2.718
C11 -3.540 -3.136 -2.054
C12 -3.759 -2.619 -0.663
C13 -2.287 -3.004 -2.686
N1 -1.242 -2.312 -2.060
C14 -0.064 -2.939 -2.015
O1 0.144 -4.131 -2.266
C15 1.162 -2.087 -1.710
C16 2.352 -2.801 -1.589
C17 3.551 -2.132 -1.481
C18 3.519 -0.752 -1.563
C19 2.296 -0.094 -1.671
N2 1.120 -0.742 -1.705
C20 2.476 1.410 -1.832
O2 3.287 1.814 -2.660
N3 1.821 2.171 -0.961
C21 2.175 3.497 -0.624
C22 2.962 3.698 0.518
C23 3.560 2.537 1.250
C24 3.228 4.995 0.933
C25 2.738 6.079 0.229
C26 1.982 5.875 -0.911
C27 1.692 4.590 -1.347
C28 0.867 4.364 -2.576
H6 -1.056 -3.422 -5.850
H7 -0.122 -4.017 -4.463
H8 -0.462 -2.298 -4.602
H9 -3.083 -4.492 -5.631
H10 -5.243 -4.764 -4.502
H11 -5.549 -3.843 -2.228
H12 -4.779 -2.830 -0.345
H13 -3.609 -1.530 -0.615
H14 -3.063 -3.091 0.033
H15 2.278 -3.876 -1.599
H16 4.483 -2.665 -1.352
H17 4.427 -0.169 -1.561
H18 2.918 1.662 1.195
H19 3.711 2.769 2.302
H20 4.522 2.287 0.795
H21 3.823 5.156 1.822
H22 2.955 7.086 0.562
H23 1.615 6.723 -1.478
H24 0.584 5.314 -3.022
H25 -0.033 3.800 -2.337
H26 1.436 3.783 -3.301
N4 -0.187 1.377 0.476
C29 0.254 1.354 1.791
C30 -0.134 2.340 2.710
C31 0.300 2.302 4.020
C32 1.152 1.302 4.445
C33 1.614 0.367 3.541
C34 1.172 0.386 2.230
S1 1.638 1.204 6.177
O3 2.956 1.836 6.272
O4 1.673 -0.231 6.491
O5 0.597 1.921 6.923
H27 -0.778 2.213 0.383
H28 1.010 1.744 -0.339
H29 -0.780 3.141 2.370
H30 -0.008 3.047 4.739
H31 2.313 -0.387 3.873
H32 1.521 -0.359 1.526
O6 -2.391 -0.302 1.280
C35 -1.552 -1.138 1.691
N5 -0.932 -1.933 0.829
S2 0.187 -2.875 1.568
O7 1.492 -2.516 1.073
O8 -0.145 -4.274 1.481
C36 -0.146 -2.279 3.217
C37 0.396 -2.637 4.424
C38 -0.048 -1.970 5.561
C39 -1.009 -0.972 5.461
C40 -1.571 -0.639 4.238
C41 -1.141 -1.318 3.103
H33 1.157 -3.401 4.464
H34 0.377 -2.215 6.517
H35 -1.283 -0.437 6.357
H36 -2.326 0.124 4.145

The calculation puts the HOMO-LUMO gap (spin up / spin down) at 6.8 / 6.8 eV. The value obtained for the max |F| is 0.0458 Eh/bohr. As for the spin multiplicity: 3. Its total charge is -2. The HOMO energy (spin up / spin down) is -2.72 / -2.72 eV.

6.
Density functional theory data (the ωB97M-V functional and the def2-TZVPD basis) for a structure of composition C15H13N5O4RuS at a distorted geometry.

Geometry (Å):
Ru1 1.016 -0.685 -1.005
O1 4.288 -2.170 0.696
C1 3.218 -1.696 0.514
O2 2.769 -1.310 -0.711
C2 2.173 -1.446 1.559
C3 2.463 -1.679 2.892
C4 1.512 -1.379 3.848
C5 0.309 -0.844 3.407
C6 0.083 -0.669 2.054
N1 1.000 -0.971 1.112
C7 -1.205 -0.033 1.636
O3 -1.813 0.763 2.271
O4 -1.592 -0.497 0.405
H1 3.437 -2.085 3.136
H2 1.699 -1.539 4.900
H3 -0.473 -0.560 4.098
C8 -3.000 0.730 -1.091
C9 -1.580 0.436 -0.691
N2 -0.728 -0.383 -1.629
N3 -1.359 -1.119 -2.556
C10 -0.641 -2.096 -3.168
N4 -1.204 -2.815 -4.120
S1 0.976 -2.313 -2.674
C11 -0.659 1.605 -0.382
C12 -1.056 2.871 -0.026
C13 -0.076 3.811 0.289
C14 1.257 3.450 0.234
C15 1.591 2.155 -0.136
N5 0.647 1.262 -0.432
H4 -3.539 -0.197 -1.284
H5 -3.067 1.401 -1.948
H6 -3.494 1.193 -0.238
H7 -2.318 -0.893 -2.798
H8 -2.151 -2.666 -4.437
H9 -0.682 -3.559 -4.560
H10 -2.105 3.127 0.018
H11 -0.362 4.814 0.574
H12 2.044 4.155 0.461
H13 2.620 1.827 -0.218

The calculation puts the HOMO-LUMO gap (spin up / spin down) at 7.5 / 6.9 eV. The value obtained for the max |F| is 0.0305 Eh/bohr. Its total charge is +2. The HOMO energy (spin up / spin down) is -15.98 / -15.99 eV.

7.
Density functional theory data (the ωB97M-V functional and the def2-TZVPD basis) for an isolated molecule of C20H26ClNO3.

Geometry (Å):
C1 -1.795 3.769 -2.528
H1 -1.385 4.775 -2.542
H2 -2.869 3.812 -2.683
H3 -1.348 3.189 -3.330
C2 -1.495 3.101 -1.185
C3 0.002 3.037 -0.968
C4 0.659 4.013 -0.233
C5 2.032 3.970 -0.068
C6 2.750 2.931 -0.637
C7 2.112 1.943 -1.369
C8 0.741 2.006 -1.535
H4 0.228 1.244 -2.103
H5 2.683 1.139 -1.806
Cl1 4.467 2.866 -0.428
H6 2.541 4.732 0.501
H7 0.095 4.819 0.215
O1 -2.092 1.818 -1.216
C9 -2.090 1.160 0.028
C10 -2.793 -0.199 -0.122
O2 -2.953 -0.797 1.141
H8 -2.130 -1.257 1.365
C11 -1.999 -1.063 -1.122
N1 -2.556 -2.347 -1.504
C12 -3.830 -2.238 -2.186
H9 -4.044 -3.186 -2.679
H10 -3.760 -1.460 -2.943
H11 -4.666 -2.003 -1.513
C13 -2.610 -3.349 -0.451
C14 -1.228 -3.712 0.093
O3 -0.827 -2.753 1.055
C15 0.360 -2.918 1.709
C16 1.238 -3.976 1.507
C17 2.416 -4.038 2.235
C18 2.731 -3.059 3.158
C19 1.857 -2.002 3.355
C20 0.681 -1.928 2.638
H12 -0.010 -1.111 2.786
H13 2.093 -1.230 4.072
H14 3.650 -3.118 3.720
H15 3.090 -4.866 2.072
H16 1.018 -4.752 0.790
H17 -1.282 -4.701 0.566
H18 -0.509 -3.748 -0.735
H19 -3.260 -3.055 0.386
H20 -3.029 -4.253 -0.903
H21 -1.002 -1.235 -0.710
H22 -1.893 -0.472 -2.035
H23 -3.804 -0.016 -0.503
H24 -1.060 1.006 0.388
H25 -2.626 1.759 0.781
H26 -1.950 3.693 -0.372

The calculation puts the HOMO-LUMO gap at 9.0 eV. The value obtained for the max |F| is 0.0142 Eh/bohr. The SMILES is C[C@@H](OC[C@H](O)CN(C)CCOc1ccccc1)c1ccc(Cl)cc1. Its total charge is 0. The HOMO energy is -8.30 eV.

8.
Density functional theory data (the ωB97M-V functional and the def2-TZVPD basis) for the ion C21H27N2O5 with charge +1 at a distorted geometry.

Geometry (Å):
C1 4.549 2.432 0.466
H1 4.001 3.329 0.753
H2 5.089 2.623 -0.465
H3 5.258 2.176 1.256
O1 3.571 1.428 0.302
C2 3.987 0.143 0.036
C3 5.308 -0.191 -0.232
C4 5.666 -1.491 -0.540
C5 4.704 -2.483 -0.578
C6 3.391 -2.166 -0.290
C7 3.006 -0.865 0.019
N1 1.645 -0.650 0.316
C8 0.644 -0.985 -0.655
C9 0.134 0.267 -1.390
N2 -0.404 1.242 -0.410
C10 -0.984 2.415 -1.103
H4 -0.162 2.972 -1.558
H5 -1.650 2.053 -1.889
C11 -1.786 3.401 -0.236
O2 -0.918 4.029 0.677
H6 -1.308 4.847 1.003
C12 -2.982 2.754 0.517
O3 -3.686 1.851 -0.297
C13 -3.461 0.502 -0.220
C14 -3.945 -0.240 -1.294
C15 -3.805 -1.622 -1.361
C16 -3.147 -2.242 -0.324
C17 -2.663 -1.505 0.758
C18 -2.784 -0.133 0.837
H7 -2.486 0.362 1.748
O4 -2.045 -2.337 1.640
C19 -2.230 -3.648 1.128
O5 -2.848 -3.559 -0.139
H8 -2.869 -4.223 1.816
H9 -1.254 -4.143 1.033
H10 -4.198 -2.185 -2.188
H11 -4.468 0.288 -2.075
H12 -3.692 3.544 0.781
H13 -2.624 2.309 1.449
H14 -2.188 4.132 -0.952
C20 0.660 1.601 0.559
C21 1.183 0.335 1.251
H15 1.993 0.608 1.924
H16 0.377 -0.115 1.847
H17 0.264 2.308 1.285
H18 1.476 2.075 0.013
H19 -1.166 0.747 0.109
H20 -0.654 -0.006 -2.095
H21 0.958 0.740 -1.929
H22 1.055 -1.677 -1.389
H23 -0.202 -1.472 -0.155
H24 2.639 -2.940 -0.286
H25 4.974 -3.499 -0.814
H26 6.698 -1.721 -0.751
H27 6.071 0.570 -0.218

The calculation puts the HOMO-LUMO gap at 8.5 eV. The value obtained for the max |F| is 0.0253 Eh/bohr. The SMILES is COc1ccccc1N1CC[NH+](C[C@H](O)COc2ccc3c(c2)OCO3)CC1. Its total charge is +1. The HOMO energy is -10.57 eV.

Energy relative to the best compared isomer or geometry (same formula, charge and spin), respectively: 1.9935; 7.4842; 0.0279; 3.8505; 0.5630; 1.6678; 1.6726; 0.0000 eV.
Molar mass, respectively: 164.12; 73.05; 118.16; 391.23; 959.83; 460.44; 363.88; 387.46 g/mol.